{
  "formula": "C25H48Cl3N4O4SiTm",
  "method": "ωB97M-V/def2-TZVPD",
  "multiplicity": 3,
  "lumo_energy_ev": [0.5, -0.3],
  "e_homo_ev": [-4.737, -3.633],
  "e_above_lowest_kcal_mol": 173.2,
  "s_squared": 2.0250,
  "energy_ev": -115830.6628,
  "symbols": ["H", "H", "H", "H", "C", "C", "H", "C", "H", "H", "C", "H", "H", "C", "H", "O", "H", "H", "H", "H", "H", "H", "H", "C", "C", "H", "H", "C", "Cl", "C", "C", "H", "C", "C", "C", "C", "H", "H", "O", "H", "H", "H", "H", "H", "O", "C", "H", "C", "H", "C", "H", "H", "N", "N", "Si", "H", "H", "Cl", "C", "H", "H", "H", "C", "N", "H", "H", "C", "O", "H", "C", "N", "C", "H", "C", "H", "H", "H", "C", "H", "H", "C", "H", "Cl", "H", "H", "Tm"],
  "coordinates": [[-1.75, 2.20, -5.16], [-0.48, -4.51, -2.36], [-1.62, -2.13, -5.42], [2.03, -3.62, -1.82], [-0.16, -3.01, -0.37], [-1.29, 3.59, -2.23], [-0.75, 4.54, -2.18], [-1.46, -2.70, -0.78], [-1.82, 3.81, 2.51], [2.00, 3.13, -2.68], [1.52, 0.35, 5.26], [0.65, -2.77, -1.07], [-2.00, 6.05, 1.96], [-1.48, -2.92, -3.41], [-2.43, -0.36, 5.19], [2.59, 0.25, -0.06], [1.15, -0.43, 5.94], [-1.97, 0.75, -4.14], [-0.54, 0.90, -5.21], [-2.60, -1.32, -2.09], [3.66, -3.24, -2.37], [-2.72, -3.56, -5.10], [-2.09, 0.23, 2.00], [2.93, -3.04, -1.58], [-2.54, -3.07, 0.06], [-0.80, -0.80, 5.76], [3.31, 0.15, -2.51], [-2.07, -0.57, 2.76], [2.22, 3.50, 0.38], [-0.96, -3.95, 1.72], [-0.78, -4.12, -3.33], [0.23, -4.55, -5.25], [-2.30, -2.61, -4.67], [-1.73, -2.03, -2.11], [2.63, -0.15, 3.12], [2.92, -0.85, -2.75], [2.47, -1.76, 0.50], [-3.57, -2.94, -0.30], [0.06, 2.91, 2.55], [-0.45, 6.82, 1.50], [3.44, -0.30, 3.84], [-2.27, 3.80, -2.68], [3.66, -1.43, -3.33], [1.02, 4.34, -3.54], [0.33, -0.20, 1.89], [2.58, -1.00, -0.30], [-1.21, 0.93, 5.40], [-1.22, 1.44, -4.54], [-3.12, -1.92, -4.45], [1.08, 5.46, 3.29], [3.32, -3.37, -0.61], [-1.13, 7.06, 3.15], [-0.28, 5.17, 2.82], [1.39, -0.06, 3.87], [-0.32, 2.27, -3.16], [2.61, -1.00, 2.43], [1.13, -3.79, 1.18], [0.21, 0.62, -1.54], [-0.71, 3.92, 2.64], [2.59, 0.49, 5.43], [2.00, -0.80, -3.36], [-1.08, -5.66, -4.92], [-2.27, -3.67, 1.30], [-1.00, -0.32, 3.70], [-0.77, -4.37, 2.72], [1.01, 6.26, 4.05], [0.10, -3.62, 0.86], [-0.73, -1.57, -2.93], [1.70, 5.78, 2.43], [-0.33, -5.02, -4.43], [2.67, -1.60, -1.51], [0.23, -0.19, 3.18], [1.51, 4.55, 3.72], [-1.36, -0.12, 5.10], [-3.11, -3.87, 1.97], [-1.92, -1.52, 2.23], [0.33, -5.78, -3.97], [1.27, 3.26, -3.50], [1.74, 3.02, -4.47], [1.01, 1.31, 5.44], [-1.01, 6.34, 2.33], [2.83, 0.77, 2.54], [-1.99, 1.89, 0.62], [-3.02, -0.58, 3.30], [-1.49, 3.30, -1.18], [0.60, 1.59, 0.72]],
  "mulliken_charge": [0.45, 0.42, 0.23, 0.25, 0.64, -0.70, 0.28, 0.08, 0.44, 0.28, -1.03, 0.19, 0.31, 1.16, 0.31, -0.66, 0.32, 0.12, 0.27, 0.52, 0.45, 0.39, -0.36, -0.79, -0.33, 0.30, 0.28, -0.14, -0.64, -0.39, -0.43, 0.31, -1.54, -0.44, -0.63, -0.93, -0.19, 0.39, -0.45, 0.29, 0.53, 0.37, 0.39, 0.37, 1.11, 0.46, 0.28, -0.82, 0.36, -0.88, 0.31, 0.30, 0.17, 0.26, 0.58, -0.21, 0.39, 0.00, 0.04, 0.36, 0.14, 0.38, -0.96, 0.14, 0.36, 0.38, -0.85, -0.24, 0.31, -1.55, 0.42, -0.21, 0.15, -0.93, 0.30, -0.04, 0.39, -1.11, 0.35, 0.29, -0.86, 0.30, -0.93, 0.42, 0.00, -0.04]
}